A single C25H32N4O4 molecule at a distorted geometry, computed with ωB97M-V/def2-TZVPD.

```
65
Properties=species:S:1:pos:R:3
C -11.147 -1.802 -0.469
C -9.727 -1.819 -0.911
C -8.706 -1.324 -0.208
C -7.345 -1.352 -0.664
C -6.307 -0.860 0.028
C -4.950 -0.931 -0.529
O -4.684 -1.493 -1.581
N -3.957 -0.333 0.192
C -2.598 -0.364 -0.305
H -2.115 -1.313 -0.042
C -1.903 0.805 0.391
C -2.651 0.901 1.728
H -2.173 0.243 2.453
H -2.641 1.919 2.117
C -4.079 0.416 1.427
C -5.049 1.609 1.319
O -5.835 1.867 2.205
N -4.945 2.311 0.181
H -4.181 2.161 -0.459
H -5.509 3.137 0.072
H -4.448 -0.220 2.242
C -0.376 0.711 0.485
C 0.038 1.924 -0.316
N -0.960 2.585 -0.755
O -2.136 2.014 -0.382
C 1.411 2.312 -0.571
C 1.689 3.433 -1.354
C 3.001 3.790 -1.598
C 4.041 3.045 -1.069
C 3.773 1.925 -0.283
C 2.455 1.561 -0.037
H 2.259 0.695 0.571
N 4.855 1.205 0.229
C 4.852 0.112 1.048
O 3.853 -0.413 1.486
C 6.249 -0.408 1.328
C 6.750 -1.235 0.138
C 8.144 -1.802 0.392
C 8.639 -2.643 -0.783
C 10.028 -3.214 -0.522
H 10.359 -3.813 -1.367
H 10.020 -3.845 0.364
H 10.748 -2.413 -0.366
H 8.663 -2.027 -1.685
H 7.938 -3.461 -0.959
H 8.124 -2.418 1.293
H 8.844 -0.981 0.568
H 6.769 -0.615 -0.763
H 6.051 -2.054 -0.040
H 6.934 0.419 1.526
H 6.201 -1.043 2.214
H 5.760 1.556 -0.054
H 5.065 3.330 -1.265
H 3.221 4.655 -2.204
H 0.869 4.003 -1.759
H 0.008 -0.207 0.040
H -0.018 0.779 1.513
H -2.601 -0.267 -1.394
H -6.454 -0.406 0.994
H -7.148 -1.797 -1.631
H -8.883 -0.869 0.759
H -9.540 -2.270 -1.877
H -11.538 -2.819 -0.422
H -11.250 -1.339 0.509
H -11.757 -1.253 -1.187
```

Calculated values
max |F|	1.10	eV/Å
SMILES string	C/C=C/C=C/C(=O)N1C[C@]2(CC(c3cccc(NC(=O)CCCCC)c3)=NO2)C[C@H]1C(N)=O
lowest unoccupied orbital energy	0.42	eV
net charge	0
frontier orbital gap	0.330	Eh
energy relative to the best compared isomer or geometry (same formula, charge and spin)	2.465	eV
E_HOMO	-8.55	eV

Results of the natural (NBO) charge analysis, in e, for atoms 1 through 8:
1. C -0.645
2. C -0.109
3. C -0.258
4. C -0.096
5. C -0.341
6. C 0.659
7. O -0.633
8. N -0.439

---

A single C3H8NO2P molecule at a distorted geometry, computed with ωB97M-V/def2-TZVPD.

```
15
Properties=species:S:1:pos:R:3
C -1.265 -2.375 -0.459
C -0.921 -1.075 -0.530
C 0.279 0.882 0.943
N 0.261 -0.558 -0.130
O 2.714 1.111 -0.276
O 1.193 3.112 -0.684
P 1.725 2.061 0.483
H -2.156 -2.636 -0.853
H -0.423 -3.055 -0.149
H -1.648 -0.326 -0.904
H -0.752 1.292 1.085
H 0.488 0.460 1.851
H 0.794 -1.240 0.381
H 2.393 1.007 -1.174
H 1.003 3.919 -0.191
```

Calculated values
max |F|	4.44	eV/Å
spin multiplicity	3
lowest unoccupied orbital energy (alpha / beta)	0.58 / -2.69	eV
net charge	0
frontier orbital gap (alpha / beta)	0.184 / 0.192	Eh
energy relative to the best compared isomer or geometry (same formula, charge and spin)	2.287	eV
E_HOMO (alpha / beta)	-4.42 / -7.90	eV

Results of the natural (NBO) charge analysis, in e, for atoms 1 through 8:
1. C -0.530
2. C 0.007
3. C -0.626
4. N -0.668
5. O -1.036
6. O -0.973
7. P 1.461
8. H 0.201

---

C12H24NaO11 as an isolated structure at a distorted geometry, computed with ωB97M-V/def2-TZVPD.

```
48
Properties=species:S:1:pos:R:3
Na -0.067 1.233 -1.381
C 1.385 5.707 0.262
O 0.739 4.874 -0.688
H 0.927 5.864 1.238
H 2.387 5.283 0.327
H 1.768 6.604 -0.225
C -1.330 -0.063 -6.032
O -0.990 0.872 -5.051
H -2.188 -0.688 -5.786
H -1.598 0.301 -7.023
H -0.569 -0.821 -6.215
C -3.098 -3.136 -2.341
C -1.676 -3.875 -2.230
C -1.036 -4.482 -3.477
O 0.287 -4.045 -3.351
C 0.416 -3.122 -2.441
O 1.463 -2.614 -1.989
O -0.740 -2.885 -1.978
H -2.995 -2.077 -2.575
H -3.790 -3.210 -1.502
H -3.623 -3.539 -3.207
H -1.727 -4.589 -1.408
H -1.457 -4.083 -4.399
H -1.148 -5.563 -3.564
C 5.503 0.507 0.645
O 5.162 0.878 2.022
C 3.826 0.927 2.348
O 2.879 0.794 1.550
O 3.701 1.160 3.695
C 2.453 1.226 4.354
H 6.238 -0.287 0.783
H 5.962 1.312 0.072
H 4.718 0.036 0.054
H 1.721 0.557 3.901
H 1.917 2.169 4.252
H 2.503 0.898 5.393
C -2.708 2.945 2.743
O -2.773 1.779 3.408
C -2.356 0.661 2.845
O -1.857 0.524 1.679
O -2.452 -0.265 3.827
C -2.041 -1.570 3.550
H -3.208 3.812 3.175
H -3.167 2.721 1.781
H -1.640 3.081 2.576
H -2.851 -2.131 3.084
H -1.648 -2.019 4.462
H -1.224 -1.662 2.835
```

Calculated values
max |F|	5.29	eV/Å
lowest unoccupied orbital energy	1.79	eV
net charge	-1
frontier orbital gap	0.157	Eh
energy relative to the best compared isomer or geometry (same formula, charge and spin)	4.494	eV
E_HOMO	-2.48	eV

Results of the natural (NBO) charge analysis, in e, for atoms 1 through 8:
1. Na 0.935
2. C -0.259
3. O -1.014
4. H 0.098
5. H 0.105
6. H 0.107
7. C -0.218
8. O -0.993